Here is C15H30B2BeF8O5 as an isolated structure from the OMol25 dataset. Energies are from ωB97M-V with the def2-TZVPD basis set.

Element x y z (Å)
Be 3.88 -2.74 -19.41
B 4.15 -1.86 -22.25
F 5.33 -1.16 -22.04
F 3.12 -1.47 -21.36
F 3.67 -1.82 -23.53
F 4.45 -3.19 -21.93
B 3.91 -3.40 -16.77
F 2.70 -2.99 -17.22
F 3.87 -3.66 -15.39
F 4.28 -4.56 -17.45
F 4.82 -2.45 -17.08
C 1.10 0.84 -17.67
C 1.05 -0.62 -18.13
O 1.97 -1.06 -18.81
C -0.10 -1.49 -17.80
H 1.54 0.97 -16.68
H 0.10 1.27 -17.74
H 1.73 1.40 -18.36
H -1.04 -0.95 -17.80
H 0.15 -1.85 -16.80
H -0.12 -2.31 -18.52
C 7.54 -3.27 -21.58
C 7.41 -2.86 -20.18
O 6.45 -3.15 -19.51
C 8.55 -1.95 -19.62
H 8.52 -3.71 -21.72
H 7.56 -2.33 -22.13
H 6.71 -3.92 -21.86
H 8.53 -0.99 -20.12
H 9.58 -2.31 -19.74
H 8.41 -1.78 -18.55
C 5.53 -6.80 -21.27
C 4.53 -6.38 -20.21
O 4.15 -5.18 -20.21
C 4.07 -7.39 -19.16
H 6.40 -7.30 -20.84
H 5.99 -5.95 -21.76
H 5.06 -7.40 -22.05
H 4.82 -7.78 -18.48
H 3.67 -8.20 -19.78
H 3.28 -6.98 -18.53
C 0.30 -3.57 -21.98
C 1.14 -4.28 -20.94
O 1.67 -3.68 -20.00
C 1.10 -5.81 -20.94
H -0.56 -4.15 -22.32
H 0.88 -3.32 -22.87
H -0.16 -2.67 -21.56
H 1.58 -6.21 -21.83
H 0.07 -6.16 -20.92
H 1.70 -6.24 -20.14
C 6.08 1.42 -20.08
C 5.68 0.57 -18.92
O 4.91 -0.34 -19.07
C 6.23 0.88 -17.54
H 7.05 1.06 -20.44
H 6.09 2.47 -19.80
H 5.41 1.31 -20.93
H 7.30 1.04 -17.68
H 6.04 0.17 -16.74
H 5.89 1.78 -17.03

Calculated values
HOMO-LUMO gap = 8.15 eV
2S+1 = 1
Total charge = 0
Molecular weight = 473.02 g mol⁻¹
E_tot = -49783.0839 eV

Löwdin atomic charge list, values in e, 5 entries: 1.099, -1.335, 0.140, 0.126, 0.157